Below is an isolated molecule of C5H7N in a non-equilibrium geometry, with properties calculated with the ωB97M-V functional and the def2-TZVPD basis.

Summary:
LUMO level (eV): 0.8
HOMO-LUMO gap (eV): 8.836
SMILES: Cc1cc[nH]c1
Energy above the lowest of the compared OMol25 structures with the same formula, charge and spin (kJ/mol): 287.4
E (eV): -6785.53386

Atoms and positions in Å:
C1 -1.71313 0.48893 0.76505
C2 -0.40107 0.07796 0.16102
C3 0.47306 0.83356 -0.56405
N1 1.46161 -0.01580 -0.99855
C4 1.28406 -1.25080 -0.49422
C5 0.11542 -1.27073 0.31061
H1 -2.04197 -0.19901 1.55476
H2 -1.70715 1.50897 1.15887
H3 -2.45837 0.43102 -0.03463
H4 0.48184 1.88027 -0.81264
H5 2.23233 0.28665 -1.57242
H6 1.98686 -2.03642 -0.76929
H7 0.28652 -0.73460 1.29549

Cartesian forces, eV/Å:
0.0242 0.1470 -0.0884
-0.5418 0.8449 -0.4904
-0.2378 0.2165 -0.4889
-0.0059 0.0096 -0.1330
0.1437 0.1926 0.3129
0.4282 0.4532 -0.2386
0.2681 0.0963 -0.2082
-0.0098 -0.0740 -0.0664
-0.0583 0.0727 0.1868
0.0021 0.0433 -0.1421
-0.0481 -0.1570 -0.1621
-0.1641 0.2427 0.3640
0.1995 -2.0878 1.1545